Record 1
Density functional theory data (ωB97M-V with the def2-TZVPD basis set) for a cluster of 7 separate species, C22H51N7O8 in total in a non-equilibrium geometry.

Summary:
Kohn-Sham gap in eV: 8.6
Charge: +4

```
88
Properties=species:S:1:pos:R:3:mulliken_charge:R:1
C 12.359 14.465 10.449 0.175
O 11.901 14.049 9.412 -0.876
O 11.689 14.521 11.454 -0.517
O 13.471 15.064 10.516 -0.972
C 6.721 14.249 9.449 -1.155
C 8.135 14.655 9.790 0.545
O 8.413 15.132 10.870 -0.383
N 9.260 14.471 8.695 0.685
H 10.209 14.383 9.030 -0.475
H 9.111 13.631 8.155 0.541
C 9.152 15.583 7.703 -0.651
H 6.148 13.489 9.981 0.369
H 6.800 13.761 8.478 0.383
H 6.058 15.101 9.300 0.343
H 9.836 15.264 6.917 0.269
H 9.613 16.428 8.215 0.334
H 8.176 15.833 7.286 0.364
C 15.022 18.197 11.095 -0.899
C 13.704 18.671 10.414 0.605
O 13.486 19.822 10.031 -0.437
N 12.594 17.628 10.174 0.648
H 12.504 17.443 9.185 0.465
H 12.893 16.685 10.382 -0.548
C 11.261 17.989 10.866 -0.487
H 15.617 19.108 11.164 0.395
H 15.586 17.488 10.489 0.272
H 14.996 17.850 12.128 0.224
H 10.793 18.901 10.495 0.363
H 11.473 18.196 11.915 0.371
H 10.544 17.206 10.617 0.018
C 17.113 12.509 12.921 -1.166
C 16.400 13.841 12.738 0.636
O 17.007 14.874 12.471 -0.401
N 14.855 13.814 12.704 0.334
H 14.604 14.317 11.865 -0.206
H 14.552 12.857 12.597 0.408
C 14.219 14.729 13.816 -0.572
H 18.173 12.745 13.010 0.370
H 17.055 12.001 11.958 0.348
H 16.796 11.802 13.688 0.385
H 14.573 15.751 13.686 0.307
H 14.598 14.360 14.769 0.501
H 13.137 14.745 13.949 -0.108
C 12.134 13.667 5.821 -0.374
C 13.544 13.272 6.335 0.570
O 14.168 12.251 6.002 -0.417
N 13.977 14.237 7.436 0.386
H 14.039 15.190 7.107 0.469
H 13.276 14.195 8.162 -0.260
C 15.303 13.879 8.022 -0.830
H 12.293 14.579 5.246 0.440
H 11.445 13.777 6.659 -0.430
H 11.777 12.894 5.140 0.391
H 15.333 12.831 8.322 0.324
H 15.470 14.489 8.910 0.225
H 16.013 14.125 7.233 0.452
C 10.553 15.415 14.672 -0.190
C 9.534 14.401 14.380 0.380
O 8.483 14.426 14.920 -0.389
N 9.848 13.326 13.335 0.432
H 9.077 12.823 12.920 0.460
H 10.284 13.826 12.573 -0.119
C 10.959 12.382 13.877 0.000
H 11.136 15.481 13.753 -0.285
H 11.212 14.976 15.421 0.312
H 10.121 16.378 14.945 0.418
H 10.714 12.175 14.919 0.505
H 11.909 12.905 13.771 -0.030
H 11.025 11.560 13.164 -0.207
C 12.250 10.102 9.098 -1.379
C 11.212 10.811 9.956 0.541
N 10.243 9.917 10.455 0.534
C 8.992 9.712 9.920 -0.305
C 8.384 8.775 10.697 -0.620
N 9.187 8.470 11.742 0.102
C 10.365 9.146 11.637 -0.299
C 9.001 7.527 12.858 -0.804
H 11.820 9.272 8.537 0.421
H 13.116 9.678 9.605 0.386
H 12.740 10.685 8.318 0.279
H 10.743 11.583 9.347 -0.340
H 11.729 11.437 10.684 -0.102
H 8.678 10.150 8.985 0.573
H 7.442 8.259 10.580 0.484
H 11.198 9.098 12.322 0.457
H 8.430 8.034 13.636 0.339
H 9.965 7.262 13.294 0.332
H 8.529 6.607 12.512 0.362
```


Record 2
Density functional theory data (ωB97M-V with the def2-TZVPD basis set) for a structure of composition C22H52F3Li2N3O4 in a non-equilibrium geometry.

Summary:
Kohn-Sham gap in eV: 8.5

```
86
Properties=species:S:1:pos:R:3:mulliken_charge:R:1
Li 1.427 1.650 -0.827 0.635
Li -0.256 2.299 1.143 0.923
O 1.473 3.064 0.516 -1.045
H 1.688 3.497 1.335 0.069
O -0.307 0.854 -0.179 -0.499
H -0.490 -0.062 -0.326 -0.258
C 0.408 -3.484 -0.864 -1.233
C 0.399 -2.644 0.426 0.123
N 1.087 -3.237 1.556 0.371
C 2.499 -3.479 1.298 0.093
C 3.340 -3.643 2.558 -1.452
C 0.445 -4.375 2.188 -0.257
C -1.007 -4.118 2.582 -1.289
H 1.347 -3.388 -1.414 0.224
H -0.466 -3.269 -1.480 0.329
H 0.303 -4.547 -0.630 0.438
H 0.754 -1.630 0.244 -0.195
H -0.663 -2.527 0.658 -0.105
H 2.683 -4.306 0.590 0.344
H 2.875 -2.628 0.715 -0.282
H 4.370 -3.641 2.197 0.471
H 3.138 -2.863 3.287 0.315
H 3.151 -4.627 2.986 0.359
H 0.961 -4.666 3.103 0.388
H 0.528 -5.283 1.566 0.367
H -1.435 -5.003 3.052 0.427
H -1.670 -3.948 1.726 0.172
H -1.107 -3.185 3.136 0.338
C -0.475 4.071 3.731 -1.131
C -1.809 3.430 3.322 -0.661
N -1.986 3.307 1.881 1.019
C -2.175 4.629 1.287 -0.669
C -2.280 4.711 -0.224 -1.236
C -3.050 2.373 1.500 -0.350
C -2.840 0.943 1.955 -1.038
H 0.282 3.767 3.007 0.042
H -0.163 3.715 4.713 0.396
H -0.495 5.158 3.820 0.345
H -1.689 2.419 3.719 0.318
H -2.686 3.906 3.777 0.380
H -3.005 5.190 1.745 0.367
H -1.310 5.225 1.592 0.334
H -2.079 5.689 -0.653 0.410
H -1.537 4.048 -0.683 0.180
H -3.240 4.334 -0.582 0.315
H -3.212 2.379 0.422 0.108
H -4.006 2.719 1.925 0.281
H -3.073 0.823 3.016 0.487
H -1.859 0.501 1.768 0.182
H -3.512 0.254 1.439 0.039
C 1.590 1.823 -4.091 -1.522
C 1.956 0.564 -3.297 -0.237
N 2.789 0.787 -2.104 0.996
C 3.048 -0.493 -1.420 -0.100
C 3.911 -1.536 -2.168 -1.456
C 4.007 1.545 -2.358 -0.548
C 4.559 2.165 -1.070 -1.201
H 0.641 1.661 -4.598 0.388
H 2.358 2.067 -4.822 0.394
H 1.433 2.659 -3.406 0.311
H 1.000 0.142 -2.972 0.227
H 2.452 -0.206 -3.900 0.297
H 2.063 -0.954 -1.336 -0.470
H 3.490 -0.316 -0.443 0.506
H 3.367 -1.952 -3.017 0.390
H 4.170 -2.321 -1.456 0.376
H 4.864 -1.219 -2.599 0.324
H 4.759 0.943 -2.886 0.307
H 3.793 2.355 -3.059 0.385
H 3.849 2.855 -0.616 0.238
H 4.778 1.402 -0.317 0.256
H 5.561 2.565 -1.241 0.409
C -2.956 -0.390 -3.283 -1.460
C -2.717 -0.328 -1.808 1.000
O -3.829 -0.890 -1.076 -0.300
C -3.773 -2.171 -0.808 0.522
O -3.049 -2.969 -1.308 -0.525
C -4.800 -2.598 0.252 0.738
F -4.178 -3.141 1.310 -0.226
F -5.531 -1.583 0.744 -0.249
F -5.633 -3.465 -0.324 -0.268
H -2.870 -1.408 -3.676 0.386
H -2.118 0.068 -3.819 0.326
H -3.882 0.065 -3.628 0.351
H -2.576 0.707 -1.504 0.145
H -1.801 -0.835 -1.515 -0.599
```


Number 1: LUMO level -10.0 eV, molecular weight 541.69 g mol⁻¹, HOMO -18.56 eV. Number 2: LUMO level 0.5 eV, molecular weight 493.55 g mol⁻¹, HOMO -8.07 eV.